Record 1
Formula: C68H53ClN2O19S
Source: OMol25
Level of theory: wB97M-V/def2-TZVPD

Each line ends with the Mulliken charge.
Geometry (Å):
C  4.3436  2.8578  1.2575  -1.0778
C  3.7216  3.9656  0.3013  -0.4529
C  2.2578  3.4573  -0.0726  -0.4409
O  1.2880  4.5073  0.2241  -0.5259
C  0.3846  4.0750  1.1792  0.1298
C  0.3952  4.5321  2.5725  0.3708
C  1.5004  5.5708  2.9702  -0.5487
C  1.1289  6.9550  2.3063  0.5303
O  1.7463  7.4603  1.4311  -0.4084
Cl  -0.3365  7.8296  2.9338  -0.2635
C  -0.6056  4.0132  3.4926  -0.8365
C  -1.6705  3.0771  3.1107  -0.8707
C  -1.7026  2.6583  1.7049  0.0735
C  -0.6625  3.1482  0.7797  0.9231
S  -0.8236  2.5190  -0.9292  -0.3269
C  -2.6407  2.5967  -1.1405  0.8785
C  -3.2482  3.0315  -2.3848  -0.5390
C  -4.6988  3.1106  -2.4932  -1.0351
C  -5.4896  2.7447  -1.3077  -0.4906
C  -4.8774  2.2889  -0.0487  1.0204
C  -5.7036  1.9216  1.2204  -0.1267
C  -7.2418  2.2497  1.1408  -0.5303
C  -7.6352  3.6410  1.7804  0.4491
N  -7.0923  4.1335  3.0333  -0.4017
O  -8.4658  4.3294  1.2272  -0.5450
C  -3.4040  2.1999  0.0594  -0.9716
N  -2.7272  1.7558  1.2509  0.3809
H  5.2495  3.2016  1.8156  0.3821
H  3.5452  2.6094  2.0128  0.2756
H  4.5746  1.9551  0.6369  0.1959
H  3.6804  4.9782  0.7809  0.3614
H  4.3294  4.0951  -0.6395  0.3270
H  2.1723  3.1676  -1.1537  0.3461
H  1.9836  2.5712  0.5682  0.4388
H  1.5593  5.6933  4.0786  0.5186
H  2.4672  5.2369  2.5256  -0.1404
H  -0.5851  4.3444  4.5590  0.2902
H  -2.4254  2.6972  3.8450  0.3582
H  -2.5484  3.3025  -3.2164  0.3937
H  -5.1399  3.4732  -3.4445  0.3561
H  -6.5973  2.8542  -1.4261  0.1869
H  -5.2661  2.5068  2.0828  0.0270
H  -5.5769  0.8192  1.4379  0.0518
H  -7.7610  1.4824  1.7900  0.1322
H  -7.6982  2.1510  0.1291  0.4277
H  -6.0769  4.2276  3.0216  0.2130
H  -7.4321  3.6056  3.8438  0.3364
H  -3.3703  1.4826  1.9934  0.1920
O  1.3616  -3.3401  -2.5460  -0.5937
C  1.8423  -2.2239  -2.6184  0.5314
C  3.1363  -1.9863  -3.2958  -0.0322
C  3.6622  -0.7658  -3.3728  -0.4036
C  2.9728  0.4059  -2.7854  0.1598
O  3.4513  1.5211  -2.8564  -0.5682
C  1.6776  0.1670  -2.1072  0.3609
C  1.1540  -1.0538  -2.0309  -0.5011
H  3.6265  -2.8531  -3.7201  0.2479
H  4.6057  -0.5747  -3.8626  0.5485
H  1.1849  1.0309  -1.6804  -0.2313
H  0.2082  -1.2462  -1.5395  0.5523
O  -3.8620  6.6823  3.1816  -0.5235
C  -4.2628  7.6391  2.5484  0.5678
C  -3.3968  8.8167  2.3014  0.0209
C  -3.8387  9.8650  1.6093  -0.5331
C  -5.2123  9.8984  1.0560  0.3196
O  -5.6136  10.8542  0.4233  -0.5550
C  -6.0774  8.7217  1.3029  -0.4415
C  -5.6364  7.6728  1.9950  -0.2805
H  -2.3937  8.7746  2.7128  0.1030
H  -3.2212  10.7339  1.4194  0.4387
H  -7.0783  8.7633  0.8920  0.4540
H  -6.2553  6.8036  2.1845  0.4860
O  6.1500  -1.9284  -4.3863  -0.5573
C  6.3843  -2.4540  -5.4578  0.4567
C  5.9059  -3.8215  -5.7625  -0.3170
C  6.1642  -4.3979  -6.9347  -0.4166
C  6.9392  -3.6954  -7.9834  0.3113
O  7.1725  -4.2202  -9.0520  -0.5446
C  7.4176  -2.3272  -7.6776  -0.3996
C  7.1590  -1.7513  -6.5052  -0.3590
H  5.3406  -4.3207  -4.9849  0.5257
H  5.8233  -5.3970  -7.1748  0.4390
H  7.9830  -1.8284  -8.4546  0.4095
H  7.4999  -0.7522  -6.2643  0.4416
O  5.0641  -4.6655  -0.6887  -0.5920
C  4.2076  -5.4749  -0.3958  0.2494
C  4.3973  -6.4232  0.7259  -0.5005
C  3.4581  -7.3119  1.0447  -0.3880
C  2.1843  -7.3886  0.2931  0.3275
O  1.3276  -8.1993  0.5856  -0.6258
C  1.9955  -6.4400  -0.8281  -0.3320
C  2.9348  -5.5515  -1.1469  -0.0817
H  5.3339  -6.3530  1.2650  0.4351
H  3.5794  -8.0137  1.8604  0.4564
H  1.0590  -6.5097  -1.3681  0.5525
H  2.8130  -4.8510  -1.9622  0.4364
O  6.4863  0.5905  0.7439  -0.5327
C  7.4949  0.8269  0.1107  0.3876
C  8.8371  0.5355  0.6634  -0.4237
C  9.9419  0.7976  -0.0324  -0.3918
C  9.8751  1.3897  -1.3885  0.2983
O  10.8828  1.6264  -2.0229  -0.5563
C  8.5324  1.6810  -1.9409  -0.4492
C  7.4277  1.4190  -1.2452  -0.1250
H  8.8675  0.1022  1.6552  0.4231
H  10.9316  0.5920  0.3555  0.4053
H  8.5019  2.1142  -2.9327  0.4547
H  6.4373  1.6247  -1.6337  0.5099
O  -8.4279  1.7610  4.2363  -0.4529
C  -9.2736  0.9471  4.5552  0.2404
C  -9.0424  -0.0071  5.6624  -0.4033
C  -9.9681  -0.8992  6.0092  -0.3621
C  -11.2683  -0.9730  5.3028  0.3274
O  -12.1118  -1.7846  5.6204  -0.5401
C  -11.4983  -0.0173  4.1948  -0.4187
C  -10.5719  0.8745  3.8487  -0.1714
H  -8.0872  0.0616  6.1679  0.4319
H  -9.8167  -1.6054  6.8157  0.4025
H  -12.4530  -0.0852  3.6888  0.4105
H  -10.7223  1.5816  3.0421  0.4683
O  2.7907  -12.8172  -2.5716  -0.5460
C  3.2672  -11.7034  -2.6426  0.2591
C  4.5611  -11.4626  -3.3231  -0.3834
C  5.0847  -10.2405  -3.3988  -0.4932
C  4.3954  -9.0707  -2.8078  0.2246
O  4.8729  -7.9547  -2.8787  -0.4942
C  3.1031  -9.3113  -2.1282  0.2383
C  2.5786  -10.5327  -2.0518  -0.3485
H  5.0508  -12.3289  -3.7500  0.4123
H  6.0292  -10.0457  -3.8912  0.4236
H  2.6146  -8.4468  -1.7025  0.2694
H  1.6339  -10.7259  -1.5587  0.4657
O  -4.3588  -0.8555  2.3020  -0.4399
C  -3.6638  -1.8350  2.1040  0.2170
C  -3.7671  -3.0376  2.9599  -0.4376
C  -3.0036  -4.1069  2.7425  -0.4229
C  -2.0201  -4.1383  1.6341  0.1684
O  -1.3265  -5.1136  1.4358  -0.5249
C  -1.9179  -2.9342  0.7783  -0.5236
C  -2.6818  -1.8649  0.9964  0.0424
H  -4.4909  -2.9977  3.7644  0.4252
H  -3.0643  -4.9954  3.3583  0.4133
H  -1.1939  -2.9737  -0.0264  0.5787
H  -2.6216  -0.9750  0.3809  0.4548

Output
Charge: 0
Frontier orbital gap (eV): 6.014
HOMO (eV): -8.01
SMILES string: CCCOc1c(CC(=O)Cl)ccc2c1Sc1cccc(CCC(N)=O)c1N2.O=C1C=CC(=O)C=C1.O=C1C=CC(=O)C=C1.O=C1C=CC(=O)C=C1.O=C1C=CC(=O)C=C1.O=C1C=CC(=O)C=C1.O=C1C=CC(=O)C=C1.O=C1C=CC(=O)C=C1.O=C1C=CC(=O)C=C1



Record 2
Formula: C68H96Cl3F3N13O5S
Source: OMol25
Level of theory: wB97M-V/def2-TZVPD

Each line ends with the Mulliken charge.
Geometry (Å):
C  2.9482  -1.3047  -1.1246  -0.5067
N  1.8102  -0.5935  -0.5368  1.2010
C  1.6830  -0.5468  0.7944  -0.6818
C  0.6979  0.1533  1.4699  -0.0746
C  -0.3068  0.7201  0.7012  0.3983
C  -0.2421  0.5599  -0.6766  -0.0150
C  0.8384  -0.0332  -1.2841  -0.7255
C  -1.4045  1.4770  1.3214  1.3666
C  -1.1747  2.2572  2.4771  -0.5509
C  -2.2432  3.0266  3.0051  -1.3483
N  -3.4533  3.0060  2.3810  1.5556
C  -3.6909  2.2141  1.3306  -0.8383
C  -2.6681  1.4793  0.8003  -0.3170
C  -4.5586  3.8239  2.8585  -0.9843
H  3.0325  -1.0488  -2.1807  0.1074
H  2.8335  -2.3859  -1.0490  0.2549
H  3.8814  -0.9968  -0.6535  -0.0335
H  2.5210  -0.9098  1.3750  0.3991
H  0.7609  0.2934  2.5370  0.0625
H  -1.0415  0.9000  -1.3215  -0.5507
H  0.9075  -0.0555  -2.3636  0.5130
H  -0.1826  2.3889  2.8822  0.9410
H  -2.1719  3.7993  3.7576  0.0758
H  -4.6660  2.1030  0.8749  -0.0156
H  -2.8443  0.7999  -0.0253  0.5942
H  -4.3485  4.8855  2.7245  0.2985
H  -4.7707  3.6126  3.9069  0.3245
H  -5.5054  3.6103  2.3649  0.1663
C  0.7230  -0.0747  5.6926  0.5194
F  -0.1428  -0.2350  6.6772  -0.1928
F  0.4654  0.9956  4.9326  -0.1950
F  1.9449  0.1259  6.2246  -0.2439
S  0.7805  -1.6855  4.5807  0.9958
O  1.9859  -1.5709  3.7771  -0.6336
O  0.6637  -2.8169  5.5097  -0.6570
O  -0.4046  -1.6074  3.6802  -0.6277
C  6.8094  2.4884  -0.6865  -0.2120
Cl  8.1248  1.3080  -0.7950  -0.0956
Cl  5.2392  1.6613  -0.9480  0.0652
Cl  6.9660  3.7998  -1.8668  -0.1372
H  6.8337  2.9514  0.2951  0.3590
C  -0.5155  -6.9785  0.2509  -1.9428
C  0.1168  -6.2792  1.4703  2.0332
C  0.1908  -7.3318  2.5625  -1.5171
C  1.1326  -6.9609  3.7274  -0.6668
C  2.5209  -6.8168  3.1566  -1.2937
C  2.6085  -5.7502  2.0719  1.8365
N  1.4525  -5.7644  1.1119  0.2969
O  1.4587  -4.7899  0.1538  -0.3400
C  2.8361  -4.3523  2.7474  -0.9329
C  3.9017  -6.1294  1.3541  -1.9335
C  -0.7985  -5.1250  1.9796  -1.5987
H  -0.8104  -6.3592  -0.5953  0.1572
H  -1.4299  -7.4914  0.5566  0.4061
H  0.1295  -7.7854  -0.1002  0.5025
H  -0.8126  -7.5766  2.9097  0.5264
H  0.5848  -8.2486  2.1156  0.3904
H  1.1022  -7.8254  4.3932  0.4626
H  0.6856  -6.1305  4.2755  0.2801
H  2.8652  -7.8159  2.8895  0.3939
H  3.0857  -6.5161  4.0408  0.4279
H  3.1217  -3.5787  2.0405  -0.2330
H  1.9122  -4.0228  3.2258  0.0581
H  3.4628  -4.4651  3.6323  0.5910
H  4.7241  -6.3948  2.0182  0.3786
H  3.7385  -6.8814  0.5812  0.5089
H  4.3558  -5.3122  0.7856  0.2088
H  -1.1428  -4.4257  1.2203  0.2508
H  -0.2548  -4.5488  2.7298  0.2765
H  -1.7039  -5.5312  2.4320  0.4009
C  0.5550  1.5336  -7.0769  -1.7981
C  1.7016  2.3413  -6.4940  1.3495
C  1.2482  3.8149  -6.7493  -1.3132
C  1.9675  4.8518  -5.8917  -0.8034
C  1.8441  4.4803  -4.4238  -1.1709
C  2.3502  3.0195  -4.0749  1.3138
N  1.8275  2.0255  -5.0326  0.9979
O  1.9149  0.7081  -4.7027  -0.2579
C  3.8804  3.0984  -3.9893  -1.3973
C  1.9196  2.7650  -2.5978  -1.0932
C  3.0062  2.1144  -7.2847  -1.6964
H  0.3789  1.8630  -8.1009  0.4916
H  -0.3132  1.7182  -6.4460  0.4024
H  0.8047  0.4748  -7.1519  0.3605
H  1.4269  4.0240  -7.8044  0.4652
H  0.1895  4.0377  -6.5973  0.4089
H  1.5372  5.8406  -6.0497  0.4383
H  3.0168  4.8610  -6.1953  0.3514
H  0.7842  4.6307  -4.2015  0.2911
H  2.3820  5.2503  -3.8697  0.4033
H  4.2424  3.5811  -4.8986  0.3152
H  4.2496  3.7054  -3.1658  0.3065
H  4.2423  2.0720  -3.9258  0.1463
H  2.3868  1.8415  -2.2542  0.0121
H  2.3350  3.5590  -1.9776  0.5924
H  0.8426  2.7437  -2.4253  -0.0818
H  3.8849  2.6520  -6.9320  0.3019
H  2.8793  2.1141  -8.3675  0.4588
H  3.3090  1.0661  -7.1927  0.3197
N  -7.5690  2.3220  0.0110  0.0600
C  -6.8271  1.7323  -0.9833  -1.0589
C  -6.7415  0.3486  -0.6557  0.1233
C  -7.3554  0.2324  0.6190  -0.4821
C  -7.8819  1.4238  0.9722  -0.7410
H  -7.6831  3.3184  0.0977  0.2444
H  -6.4338  2.2969  -1.8132  0.5307
H  -6.2675  -0.4171  -1.2473  0.4392
H  -7.3085  -0.6150  1.2862  0.4174
H  -8.4179  1.7216  1.8595  0.4365
N  4.6424  -2.2515  -4.3644  0.1782
C  5.1629  -1.0475  -4.0426  -0.7720
C  6.1357  -1.2804  -3.0895  -0.0682
C  6.1913  -2.6373  -2.8906  -0.5052
C  5.3704  -3.2749  -3.8194  -0.8003
H  3.9595  -2.3300  -5.1014  0.2271
H  4.7874  -0.1715  -4.5481  0.4104
H  6.8623  -0.5661  -2.7350  0.4526
H  6.8432  -3.1298  -2.1845  0.4956
H  5.2642  -4.3004  -4.1313  0.4219
N  4.8067  -1.6030  2.5563  0.3063
C  5.8811  -2.0418  1.8206  -0.7246
C  6.7349  -1.0057  1.5809  -0.6664
C  6.1580  0.1462  2.1578  -0.5408
C  4.9562  -0.2446  2.7236  -0.3937
H  4.0403  -2.1496  2.9131  0.0520
H  5.9117  -3.0945  1.5831  0.4259
H  7.7228  -0.9372  1.1544  0.4708
H  6.5493  1.1507  2.1973  0.5564
H  4.1416  0.2823  3.1967  0.4818
N  -1.9576  3.7632  7.5024  0.0811
C  -2.8845  4.5268  6.9111  -0.9501
C  -2.3273  5.1669  5.8206  -0.0844
C  -0.9655  4.8295  5.8784  -0.2347
C  -0.7363  3.8790  6.8666  -0.9081
H  -2.1167  3.1336  8.2726  0.2241
H  -3.9223  4.5245  7.2065  0.4368
H  -2.8188  5.9242  5.2300  0.5979
H  -0.1756  5.2303  5.2596  0.5261
H  0.1863  3.4519  7.2221  0.4857
N  -5.7547  0.2786  4.8302  0.1278
C  -5.3013  1.3366  5.5495  -0.7873
C  -3.9069  1.2672  5.5345  -0.6918
C  -3.5152  0.2394  4.6434  0.0771
C  -4.6824  -0.4419  4.3571  -1.0348
H  -6.7350  0.0919  4.7036  0.2302
H  -5.9978  2.0281  5.9963  0.4307
H  -3.1981  1.9307  6.0071  0.4987
H  -2.5861  -0.1000  4.2088  0.8895
H  -4.8674  -1.3484  3.8052  0.3367
N  -2.9831  5.7447  0.1246  0.1551
C  -3.4809  6.9534  0.5465  -0.6529
C  -2.6770  7.4380  1.5600  -0.5154
C  -1.6478  6.5302  1.7548  -0.5908
C  -1.8798  5.4520  0.8858  -0.5091
H  -3.4865  5.0854  -0.4438  0.2188
H  -4.4171  7.3123  0.1487  0.3995
H  -2.8619  8.3685  2.0732  0.4264
H  -0.7674  6.6805  2.3600  0.5175
H  -1.3352  4.5445  0.6758  0.6043
N  -0.6309  -3.6807  -5.7260  -0.0162
C  -0.8206  -2.4184  -5.2193  -1.3002
C  -0.4988  -2.4681  -3.8765  1.0357
C  -0.1405  -3.8073  -3.5886  -1.2622
C  -0.2389  -4.5329  -4.7446  -0.6599
H  -0.7264  -3.9666  -6.6860  0.2005
H  -1.1888  -1.5566  -5.7525  0.5242
H  -0.4982  -1.6284  -3.1997  0.3831
H  -0.0367  -4.2526  -2.6099  0.6405
H  -0.0348  -5.5790  -4.9056  0.4476
N  -2.4193  -2.3580  1.0744  0.7656
C  -3.7562  -2.3588  1.3027  -1.0642
C  -4.4156  -2.3826  0.1098  -1.4406
C  -3.4302  -2.2393  -0.8885  -0.3139
C  -2.1929  -2.2057  -0.2891  -1.0228
H  -1.7338  -2.3345  1.8183  0.0692
H  -4.0774  -2.5303  2.3180  0.9372
H  -5.4738  -2.4417  -0.0893  0.6798
H  -3.7310  -2.1333  -1.9197  0.7539
H  -1.1957  -2.0581  -0.6701  0.8155
N  -3.4769  2.0633  -2.8595  0.2823
C  -3.8670  0.8009  -3.1395  -0.8524
C  -2.8739  0.1914  -3.8771  -1.1311
C  -1.7973  1.1153  -3.9605  0.1085
C  -2.2127  2.2731  -3.3361  -1.3943
H  -4.0122  2.8330  -2.4959  0.2384
H  -4.8596  0.4125  -2.9753  0.4846
H  -2.8695  -0.8387  -4.1960  0.3997
H  -0.8272  0.9935  -4.4198  1.2671
H  -1.7419  3.2145  -3.0971  0.5375

Output
Charge: +1
Frontier orbital gap (alpha / beta) (eV): 5.610 / 5.611
HOMO (alpha / beta) (eV): -9.58 / -9.58
2S+1: 3
⟨S²⟩: 2.010